No. 1
Formula: C7H10N3
Source: OMol25
Level of theory: ωB97M-V/def2-TZVPD

Atoms and positions in Å:
C (-1.957, 0.492, 0.134)
C (-1.763, -0.357, 1.215)
C (-0.320, -1.639, -0.406)
C (-0.112, -0.960, 0.938)
C (-0.920, -0.900, -1.345)
C (0.411, 0.838, -0.673)
C (0.999, -0.277, 0.130)
N (-1.065, 0.447, -0.996)
N (2.272, -0.540, 0.262)
N (0.713, 2.078, 0.003)
H (-2.827, 1.167, 0.111)
H (0.104, -2.700, -0.322)
H (0.245, -1.459, 1.804)
H (-1.310, -1.238, -2.286)
H (0.846, 1.055, -1.627)
H (2.734, -0.809, 1.103)
H (2.851, -0.024, -0.363)
H (-2.087, -0.529, 2.232)
H (-0.009, 2.561, 0.636)
H (1.194, 2.795, -0.550)

For the HOMO energy, the calculation gives -13.260 eV. Its orbital gap is 0.3267 hartree. As for the charge: +1. Its energy above the lowest of the compared OMol25 structures with the same formula, charge and spin is 104.7 kcal/mol. As for the max |F|: 6.33 eV/Å.

Atom charges from the natural (NBO) analysis, given in e for atoms 1 to 4:
1 C -0.029
2 C -0.141
3 C -0.236
4 C -0.316


No. 2
Formula: C7H10N3O
Source: OMol25
Level of theory: ωB97M-V/def2-TZVPD

Atoms and positions in Å:
C (-0.508, 1.809, -0.475)
C (0.509, 0.950, -0.220)
C (2.707, 0.367, 0.093)
C (1.795, -0.870, -0.075)
C (4.056, 0.225, 0.105)
C (-0.665, -1.292, -0.582)
C (-1.817, -1.112, 0.451)
N (1.822, 1.396, 0.048)
N (0.528, -0.405, -0.404)
N (-2.509, 0.072, -0.065)
O (2.197, -2.003, -0.064)
H (-0.688, 2.705, 0.021)
H (4.686, 1.077, -0.140)
H (4.512, -0.828, 0.333)
H (-0.157, -2.186, -0.501)
H (-0.969, -0.901, -1.598)
H (-2.367, -1.968, 0.534)
H (-1.548, -1.050, 1.423)
H (2.120, 2.278, 0.372)
H (-2.787, 0.770, 0.602)
H (-3.279, -0.150, -0.670)

For the HOMO energy (alpha / beta), the calculation gives -13.198 / -12.846 eV. Its orbital gap (alpha / beta) is 0.2654 / 0.2215 hartree. As for the charge: +1. Its energy above the lowest of the compared OMol25 structures with the same formula, charge and spin is 133.0 kcal/mol. As for the max |F|: 4.71 eV/Å.

Atom charges from the natural (NBO) analysis, given in e for atoms 1 to 4:
1 C 0.099
2 C 0.261
3 C 0.023
4 C 0.640


No. 3
Formula: C7H10N3O2
Source: OMol25
Level of theory: ωB97M-V/def2-TZVPD

Atoms and positions in Å:
C (-3.239, -1.951, -1.411)
C (-1.915, -2.462, -1.318)
C (-3.622, -1.094, -0.392)
C (-0.979, -2.084, -0.390)
C (-2.719, -0.680, 0.607)
C (-1.398, -1.135, 0.562)
C (3.432, 1.951, 0.549)
N (4.204, 2.349, -0.426)
N (2.041, 1.540, 0.316)
N (1.258, 1.555, 1.464)
O (3.791, 1.913, 1.739)
O (0.082, 1.144, 1.328)
H (-4.018, -2.168, -2.120)
H (-1.710, -3.196, -2.090)
H (-4.423, -0.502, -0.502)
H (0.043, -2.415, -0.441)
H (-3.033, 0.213, 1.167)
H (4.056, 2.067, -1.409)
H (5.143, 2.581, -0.151)
H (1.634, 1.565, -0.611)
H (1.910, 1.505, 2.289)
H (-0.537, -0.699, 1.238)

For the HOMO energy, the calculation gives -11.942 eV. Its orbital gap is 0.1612 hartree. As for the charge: +1. Its energy above the lowest of the compared OMol25 structures with the same formula, charge and spin is 109.5 kcal/mol. As for the max |F|: 6.70 eV/Å.

Atom charges from the natural (NBO) analysis, given in e for atoms 1 to 4:
1 C -0.198
2 C -0.193
3 C -0.183
4 C -0.248


No. 4
Formula: C7H10N3O2
Source: OMol25
Level of theory: ωB97M-V/def2-TZVPD

Atoms and positions in Å:
C (-1.724, 1.067, -0.164)
C (-0.521, -0.539, -0.433)
C (1.091, 1.106, -0.277)
C (-2.502, 2.089, 0.095)
C (1.848, -1.427, -0.231)
C (-3.015, -1.344, -0.055)
C (3.322, 0.411, 0.340)
N (-1.795, -0.458, -0.150)
N (1.992, 0.018, -0.297)
N (-0.373, 0.832, -0.673)
O (0.220, -1.581, -0.347)
O (1.443, 2.227, -0.034)
H (-1.928, 2.955, 0.177)
H (-3.490, 1.991, 0.676)
H (2.283, -2.099, -0.988)
H (2.049, -1.862, 0.715)
H (-3.793, -1.122, -0.804)
H (-2.676, -2.402, -0.247)
H (-3.441, -1.294, 0.933)
H (3.292, 1.566, 0.482)
H (3.464, -0.107, 1.368)
H (4.252, -0.027, -0.087)

For the HOMO energy (alpha / beta), the calculation gives -8.637 / -13.332 eV. Its orbital gap (alpha / beta) is 0.2019 / 0.1632 hartree. As for the charge: +1. Its energy above the lowest of the compared OMol25 structures with the same formula, charge and spin is 52.1 kcal/mol. As for the max |F|: 5.85 eV/Å. The spin multiplicity is 3.

Atom charges from the natural (NBO) analysis, given in e for atoms 1 to 4:
1 C 0.339
2 C 0.601
3 C 0.756
4 C -0.398


No. 5
Formula: C7H10N3S
Source: OMol25
Level of theory: ωB97M-V/def2-TZVPD

Atoms and positions in Å:
C (-0.109, 0.940, -0.247)
C (-1.046, -0.021, -0.331)
C (3.191, -0.504, -0.312)
C (1.687, -0.734, -0.464)
C (0.959, -1.489, 0.648)
C (1.169, 0.556, -0.023)
C (-2.474, 0.255, -0.531)
N (3.328, 0.863, 0.023)
N (2.243, 1.397, 0.183)
N (-3.161, 0.548, 0.741)
S (-0.688, -1.595, 0.375)
H (-0.220, 2.066, -0.245)
H (3.414, -1.039, 0.548)
H (4.023, -0.663, -1.113)
H (1.482, -0.874, -1.564)
H (1.489, -1.908, 1.471)
H (-2.959, -0.587, -1.168)
H (-2.566, 1.220, -1.155)
H (-2.860, -0.084, 1.467)
H (-4.097, 0.254, 0.598)
H (-2.807, 1.398, 1.099)

For the HOMO energy (alpha / beta), the calculation gives -11.660 / -11.661 eV. Its orbital gap (alpha / beta) is 0.2745 / 0.2745 hartree. As for the charge: +1. Its energy above the lowest of the compared OMol25 structures with the same formula, charge and spin is 94.7 kcal/mol. As for the max |F|: 3.95 eV/Å.

Atom charges from the natural (NBO) analysis, given in e for atoms 1 to 4:
1 C -0.251
2 C -0.312
3 C -0.300
4 C -0.344


No. 6
Formula: C7H10N4
Source: OMol25
Level of theory: ωB97M-V/def2-TZVPD

Atoms and positions in Å:
C (4.029, 0.575, -0.490)
C (0.177, -1.509, 0.412)
C (2.226, -0.467, 0.006)
C (1.951, 1.049, 0.209)
C (-2.755, -0.604, -1.077)
C (-2.097, 0.833, 0.928)
C (-1.889, -0.498, 0.187)
N (3.581, -0.639, -0.300)
N (1.539, -1.532, 0.251)
N (3.094, 1.560, -0.190)
N (-0.513, -0.604, -0.201)
H (5.002, 0.948, -0.720)
H (-0.191, -2.143, 1.143)
H (-2.837, -1.573, -1.602)
H (-2.422, 0.194, -1.884)
H (-3.847, -0.337, -0.821)
H (-3.004, 0.803, 1.522)
H (-2.270, 1.743, 0.342)
H (-1.113, 1.052, 1.476)
H (-1.996, -1.327, 0.975)
H (3.336, 2.475, -0.168)

For the HOMO energy, the calculation gives -8.772 eV. Its orbital gap is 0.2729 hartree. As for the charge: 0. Its energy above the lowest of the compared OMol25 structures with the same formula, charge and spin is 106.5 kcal/mol. As for the max |F|: 4.51 eV/Å.

Atom charges from the natural (NBO) analysis, given in e for atoms 1 to 4:
1 C 0.250
2 C 0.213
3 C 0.278
4 C 0.087